Here is a 7-piece molecular cluster, C40H47NO overall from OMol25. Energies are from ωB97M-V/def2-TZVPD.

The geometry in ORCA input format:
```
! RIJCOSX wB97M-V def2-TZVPD def2/J DEFGRID3
* xyz 1 2
O -2.24 1.32 4.16
N -0.80 -0.81 4.96
C 2.89 -1.91 -4.74
C 4.03 2.05 0.50
C 1.34 0.19 4.33
C 5.65 3.75 2.05
C -0.91 2.04 0.13
C 0.29 -0.02 -0.29
C -2.53 -2.68 1.53
C 2.26 -1.72 -3.57
C -0.07 0.47 4.75
C -1.64 -7.72 -1.77
C -0.61 -5.75 -2.79
C -0.89 1.38 3.82
C 4.33 3.33 0.06
C 0.90 -2.35 -5.94
C -2.96 -1.67 2.39
C -3.38 -2.03 3.68
C -0.90 5.97 -2.49
C -2.60 -6.87 -1.30
C 0.27 1.29 0.12
C -2.08 1.46 -0.29
C -3.12 -4.37 3.16
C -3.45 -3.36 4.03
C -2.60 -4.05 1.93
C 0.46 7.77 -3.40
C 4.48 1.65 1.74
C 2.25 -2.18 -5.96
C -2.67 -5.53 -1.58
C -0.77 7.09 -3.32
C -3.00 2.15 3.25
C -2.09 0.10 -0.78
C 0.22 -2.25 -4.73
C -0.93 -0.67 -0.75
C 1.43 6.09 -2.02
C 0.24 5.46 -1.88
C 0.88 -1.89 -3.55
C 5.27 2.51 2.59
C 5.21 4.15 0.77
C -0.56 -7.18 -2.48
C 1.59 7.13 -2.88
C -1.65 -4.92 -2.36
H 1.86 1.15 4.31
H -1.70 -3.89 -2.68
H 2.56 7.60 -2.97
H 2.75 -1.43 -2.65
H -3.67 -1.28 4.40
H 3.96 -1.80 -4.83
H -2.27 -2.39 0.53
H -2.44 -4.88 1.27
H 0.21 -1.63 -2.75
H 3.45 1.32 -0.04
H -3.21 -5.40 3.48
H -0.87 0.98 2.80
H 6.31 4.41 2.60
H 0.47 4.55 -1.34
H -3.80 -3.60 5.03
H -1.86 5.50 -2.33
H -3.51 -4.96 -1.20
H -1.64 7.46 -3.84
H -4.06 1.93 3.41
H -0.96 3.03 0.56
H 0.27 -7.78 -2.83
H -2.86 1.90 2.19
H -3.33 -7.32 -0.65
H -0.57 2.41 3.71
H -0.62 -1.45 4.20
H 0.09 0.92 5.73
H 4.13 0.71 2.13
H 0.57 8.63 -4.04
H -0.85 -2.33 -4.63
H 2.24 5.61 -1.49
H 1.83 -0.53 4.99
H 1.23 1.60 0.51
H -2.93 2.13 -0.34
H -3.04 -0.34 -1.03
H -0.99 -1.65 -1.20
H 5.60 5.08 0.41
H 1.36 -0.17 3.30
H 0.33 -2.45 -6.86
H -2.97 3.21 3.48
H -3.01 -0.61 2.19
H 1.14 -0.70 -0.26
H 0.22 -5.33 -3.35
H -1.65 -8.78 -1.53
H 2.75 -2.18 -6.92
H 3.97 3.55 -0.93
H 5.66 2.19 3.54
H -1.72 -0.41 4.83
*
```

Output
- molecular weight (g mol⁻¹) = 557.8
- maximum force (hartree/bohr) = 0.0756
- gap between HOMO and LUMO (spin up / spin down) (eV) = 8.79 / 2.46
- highest occupied orbital energy (spin up / spin down) (eV) = -10.854 / -10.854

Results of the Mulliken charge analysis, in e, for atoms 1 through 6:
1 O -0.458
2 N -0.206
3 C -0.329
4 C -0.648
5 C -1.650
6 C -0.197